(1)
Here is a 2-piece molecular cluster, C2H6N3 overall from the OMol25 dataset. Energies are from ωB97M-V with the def2-TZVPD basis set.

XYZ file:
```
11
Properties=species:S:1:pos:R:3:nbo_charge:R:1
C 1.8154 0.9024 -0.0397 -0.018
C -1.4667 0.2942 0.0761 0.017
N 0.9388 -1.3086 0.1328 0.014
N 1.4215 -0.2858 0.0719 -0.170
N -1.3440 -0.9632 -0.1023 -0.594
H 1.9894 1.4743 0.8563 0.207
H 2.3618 1.1633 -0.9325 0.200
H -1.4059 0.9845 -0.7590 0.223
H -1.5933 0.7181 1.0635 0.228
H -1.2693 -1.3611 -1.0364 0.443
H -1.4478 -1.6180 0.6693 0.450
```

- Charge: +1
- Spin multiplicity: 3
- E_HOMO (alpha / beta): -10.52 / -17.58 eV
- HOMO-LUMO gap (alpha / beta): 5.14 / 10.92 eV
- Expectation value of S²: 2.02

(2)
Here is one molecule with the formula C26H34N2O8 from the OMol25 dataset. Energies are from ωB97M-V with the def2-TZVPD basis set.

XYZ file:
```
70
Properties=species:S:1:pos:R:3:nbo_charge:R:1
C -4.0484 3.6772 -4.7880 -0.258
O -3.3405 2.7881 -3.9397 -0.510
C -2.0049 2.9329 -3.9281 0.793
O -1.4333 3.7594 -4.6026 -0.616
C -1.3340 1.9994 -3.0059 -0.215
C 0.0568 1.9365 -3.0095 -0.129
C 0.7351 1.1240 -2.1244 -0.336
C 0.0207 0.3782 -1.1904 0.419
O 0.5596 -0.3843 -0.2052 -0.519
C 1.9597 -0.4500 -0.0316 -0.118
C 2.5835 -1.5980 -0.8589 0.069
O 3.7515 -1.1844 -1.5258 -0.702
C 2.8906 -2.8424 -0.0051 -0.228
N 1.8065 -3.2764 0.8607 -0.471
C 2.1908 -4.4414 1.6489 -0.241
C 1.1722 -4.6548 2.7859 -0.225
N -0.1731 -4.2478 2.4234 -0.455
C -0.7699 -3.1475 3.1390 -0.212
C -0.2860 -1.7095 2.8226 0.038
O 1.1075 -1.5853 2.9964 -0.775
C -0.9805 -0.6951 3.7557 -0.084
O -1.7822 0.2443 3.0725 -0.508
C -1.1955 1.1915 2.2974 0.409
C 0.1767 1.4114 2.2040 -0.360
C 0.6550 2.3719 1.3375 -0.084
C -0.2086 3.1259 0.5477 -0.235
C 0.3767 4.0407 -0.4524 0.797
O 1.5654 4.1365 -0.6591 -0.620
O -0.5540 4.7358 -1.1202 -0.517
C -0.1083 5.6121 -2.1490 -0.281
C -1.5841 2.9415 0.6838 -0.137
C -2.0691 1.9909 1.5517 -0.301
C -0.4100 -4.3631 1.0089 -0.226
C 0.5751 -3.5603 0.1262 -0.261
C -1.3779 0.3994 -1.2198 -0.288
C -2.0482 1.1998 -2.1135 -0.142
H -3.9023 4.7096 -4.4625 0.191
H -5.0966 3.3988 -4.7149 0.194
H -3.6963 3.5826 -5.8175 0.195
H 0.6031 2.5395 -3.7189 0.238
H 1.8114 1.0890 -2.1693 0.235
H 2.4317 0.4982 -0.3051 0.201
H 2.1082 -0.6199 1.0369 0.215
H 1.8876 -1.8566 -1.6642 0.191
H 4.4291 -0.9624 -0.8762 0.463
H 3.2053 -3.6468 -0.6930 0.186
H 3.7441 -2.6024 0.6413 0.191
H 2.2512 -5.3401 1.0138 0.172
H 3.1811 -4.2700 2.0767 0.210
H 1.4831 -4.1043 3.6741 0.213
H 1.1563 -5.7246 3.0405 0.188
H -0.6011 -3.3343 4.2038 0.196
H -1.8477 -3.1843 2.9535 0.197
H -0.5504 -1.4568 1.7857 0.176
H 1.5116 -2.1812 2.3327 0.501
H -0.2149 -0.2002 4.3635 0.194
H -1.6786 -1.2041 4.4250 0.195
H 0.8704 0.8191 2.7779 0.241
H 1.7168 2.5455 1.2449 0.225
H -0.3938 5.1963 -3.1165 0.214
H -0.5959 6.5745 -1.9968 0.186
H 0.9762 5.7224 -2.0974 0.212
H -2.2607 3.5344 0.0896 0.231
H -3.1295 1.8243 1.6595 0.223
H -1.4333 -4.0526 0.7947 0.212
H -0.3251 -5.4283 0.7627 0.191
H 0.7889 -4.1381 -0.7883 0.174
H 0.1353 -2.6068 -0.1660 0.222
H -1.9140 -0.2049 -0.5050 0.222
H -3.1259 1.2271 -2.1186 0.230
```

- Charge: 0
- Spin multiplicity: 1
- E_HOMO: -8.25 eV
- Structure (SMILES): COC(=O)c1ccc(OC[C@@H](O)CN2CCN(C[C@H](O)COc3ccc(C(=O)OC)cc3)CC2)cc1
- HOMO-LUMO gap: 8.81 eV

(3)
Here is a 2-piece molecular cluster, C3H10NO overall from the OMol25 dataset. Energies are from ωB97M-V with the def2-TZVPD basis set.

XYZ file:
```
15
Properties=species:S:1:pos:R:3:nbo_charge:R:1
C 0.8294 -2.0801 1.5662 -0.214
O 0.2633 -0.9554 0.9904 -1.027
H 1.4223 -2.6467 0.7568 0.075
H 1.5222 -1.8180 2.4013 0.078
H 0.0421 -2.7231 1.9764 0.087
C -1.2648 0.2284 -1.1023 -0.749
N -0.3360 1.3135 -1.4780 -0.732
C 0.5300 1.6446 -0.3169 -0.792
H -0.6505 -0.4752 -0.4593 0.285
H -2.1591 0.5544 -0.5002 0.111
H -1.5854 -0.3116 -2.0020 0.128
H -0.8246 2.1695 -1.8026 0.244
H 0.0211 2.3357 0.3874 0.106
H 1.4796 2.0705 -0.6355 0.128
H 0.7104 0.6937 0.2181 0.270
```

- Charge: -2
- Spin multiplicity: 2
- E_HOMO (alpha / beta): 4.81 / 0.43 eV
- HOMO-LUMO gap (alpha / beta): 2.29 / 6.61 eV
- Expectation value of S²: 0.75

(4)
Here is one molecule with the formula C20H26N4O5 from the OMol25 dataset. Energies are from ωB97M-V with the def2-TZVPD basis set.

XYZ file:
```
55
Properties=species:S:1:pos:R:3:nbo_charge:R:1
C 1.5743 -3.7306 -1.0394 -0.603
C 2.0089 -3.0790 0.2665 -0.397
C 3.2418 -2.2003 0.0698 -0.429
C 3.6249 -1.4560 1.3486 -0.068
O 2.5391 -0.6801 1.8477 -0.526
C 2.2201 0.4177 1.1313 0.786
O 2.8946 0.8085 0.2041 -0.617
C 0.9719 1.0599 1.5451 -0.249
C 0.3692 0.9159 2.7496 0.308
C 0.8973 0.0986 3.8841 -0.647
N -0.8045 1.5716 3.0185 -0.580
C -1.3651 2.4009 2.0936 0.518
N -2.4369 3.1577 2.2121 -0.521
C -2.4790 3.7862 1.0153 0.148
N -1.5089 3.4656 0.1964 -0.287
N -0.7890 2.5750 0.8945 -0.190
C 0.3642 1.8682 0.4071 -0.045
C 0.0033 0.9462 -0.7423 -0.103
C 0.6398 1.0727 -1.9590 -0.158
C 0.3426 0.2215 -3.0058 -0.317
C -0.6333 -0.7535 -2.8633 0.266
O -1.0193 -1.5844 -3.8829 -0.509
C -0.4037 -1.4397 -5.1386 -0.249
C -1.2936 -0.9087 -1.6294 0.169
O -2.3187 -1.8014 -1.4240 -0.520
C -2.2908 -3.0670 -2.0506 -0.239
C -0.9505 -0.0666 -0.5607 0.343
O -1.5122 -0.1100 0.6848 -0.536
C -2.0749 -1.2996 1.1903 -0.234
H 1.3005 -2.9686 -1.7669 0.207
H 2.3823 -4.3284 -1.4559 0.201
H 0.7178 -4.3816 -0.8752 0.204
H 1.1937 -2.4625 0.6526 0.201
H 2.2263 -3.8505 1.0096 0.191
H 3.0420 -1.4651 -0.7117 0.226
H 4.0928 -2.8086 -0.2416 0.206
H 3.8627 -2.1533 2.1551 0.186
H 4.4807 -0.8007 1.1552 0.201
H 0.6851 -0.9554 3.7129 0.240
H 1.9747 0.2025 3.9677 0.249
H 0.4343 0.4028 4.8209 0.208
H -1.2655 1.4786 3.9088 0.423
H -3.2423 4.4923 0.7633 0.197
H 1.0979 2.5958 0.0343 0.237
H 1.3906 1.8350 -2.0882 0.223
H 0.8602 0.3439 -3.9422 0.221
H -0.5711 -0.4426 -5.5570 0.181
H 0.6715 -1.6396 -5.0881 0.177
H -0.8765 -2.1828 -5.7796 0.199
H -2.9363 -3.7046 -1.4440 0.182
H -2.6813 -3.0199 -3.0686 0.191
H -1.2830 -3.4857 -2.0715 0.179
H -2.1928 -1.1241 2.2607 0.181
H -1.4119 -2.1553 1.0352 0.173
H -3.0492 -1.5098 0.7467 0.199
```

- Charge: 0
- Spin multiplicity: 1
- E_HOMO: -8.07 eV
- Structure (SMILES): CCCCOC(=O)C1=C(C)Nc2ncnn2[C@@H]1c1ccc(OC)c(OC)c1OC
- HOMO-LUMO gap: 8.73 eV

How do the records compare in E_tot? In the order shown, they have -243.6104, -1722.5731, -250.0604, -1372.9188 Ha.
How do the records compare in ΔE to the lowest compared entry with this formula, charge and spin? In the order shown, they have 53.6, 5.4, 33.3, 94.0 kcal/mol.